Entry 1:
C10H15N5 | the ωB97M-V functional and the def2-TZVPD basis

```
30
Properties=species:S:1:pos:R:3
H -2.915 -1.137 -3.120
C 0.927 0.168 0.466
H 0.832 1.757 2.983
H -1.032 0.749 0.052
N 1.144 -0.340 -4.810
C 0.603 0.088 -2.672
N -1.057 -0.841 -4.055
H 0.771 0.398 4.212
H -0.525 1.653 4.109
H 3.122 0.397 -4.625
H -2.199 -1.297 2.595
C -0.347 0.152 -1.663
H 1.600 -0.452 -0.115
H 1.517 0.998 0.890
N -0.138 0.639 -0.415
C -0.633 0.248 2.512
N 2.209 0.185 -4.167
H 1.046 -1.156 2.215
C 1.917 0.446 -2.825
H -2.344 -0.082 3.805
C 0.287 -0.657 1.615
H -1.054 -1.290 4.002
C 0.169 -0.409 -3.894
H 2.553 0.939 -2.085
H -0.327 -1.443 1.172
H -1.226 0.943 1.854
C -1.879 -0.808 -3.013
N -1.579 -0.224 -1.835
C 0.182 1.041 3.532
C -1.623 -0.663 3.281
```

Output
E_HOMO in Ha: -0.3027
SMILES string: CC(C)CCNc1ncnc2n[nH]cc12
Kohn-Sham gap in eV: 8.6
Energy above the lowest of the compared OMol25 structures with the same formula, charge and spin in kcal per mole: 0.00
Electronic energy in Eh: -663.80770
Max |F| in eV Å⁻¹: 3.70

Atomic partial charges in e from the natural (NBO) method, atoms 1 to 8:
1 H 0.184
2 C -0.213
3 H 0.206
4 H 0.395
5 N -0.258
6 C -0.276
7 N -0.474
8 H 0.209

Entry 2:
C58H159N9O28 | the ωB97M-V functional and the def2-TZVPD basis

```
254
Properties=species:S:1:pos:R:3
C 0.249 -3.478 1.373
H -1.380 -6.025 -2.217
C -7.677 3.001 -0.609
C 0.626 1.820 3.922
O -2.308 3.311 4.529
C 2.914 -7.168 -1.720
H -5.675 -2.194 1.136
H 2.887 4.497 -5.352
H 4.401 -2.902 0.975
H 6.181 -6.477 -1.639
H -6.084 -3.479 -1.093
C 8.631 -4.557 0.990
H 3.167 -6.401 -2.418
O -3.677 -3.712 -1.308
C 0.954 6.714 -4.931
H -2.821 -5.422 -4.397
H -1.880 -3.457 0.696
H -1.196 2.682 -1.039
H 4.014 1.115 -4.443
N -4.344 -1.536 2.591
H 3.653 3.531 0.069
H -0.941 4.260 2.949
H -2.258 5.798 4.183
C -3.273 5.294 -2.340
C -0.739 -0.985 -0.037
O -5.043 2.457 1.080
C 3.638 0.314 0.509
H -4.251 -0.750 3.252
H -0.514 -4.745 -1.622
O -6.419 -1.815 -2.047
H 7.835 -4.583 -0.976
H 1.500 -6.346 2.336
H -0.185 -5.533 -3.988
H 3.795 -2.462 -0.515
O -7.009 -0.383 3.641
C 1.500 -5.413 1.790
H 1.970 -1.548 3.506
H 1.262 -1.444 5.872
C -7.278 0.911 3.156
O 4.235 1.598 0.106
H -1.580 -3.179 2.377
H -1.379 -1.799 6.221
H 6.517 -2.019 2.237
C -0.325 2.622 -0.433
N 1.912 4.416 -5.519
C -0.414 6.943 -0.038
H 3.328 0.457 1.536
H -2.599 -3.615 -4.291
H 2.299 2.377 0.352
H -4.290 -1.118 -3.156
H 2.304 5.651 -2.929
C 0.097 0.409 3.891
H -2.294 -2.384 3.890
H 0.709 0.897 -2.994
O 0.627 6.869 -6.309
C -3.714 6.147 2.601
H -3.051 2.787 0.684
H 3.956 -1.163 6.050
H 10.399 -5.429 2.646
C -1.213 -2.961 1.420
C -3.715 1.943 0.938
C 1.065 5.173 -4.587
N -6.950 5.266 -0.125
H -2.498 -0.888 7.162
H -4.345 5.181 -2.129
H 1.122 -3.195 5.226
H -6.608 6.002 0.507
C -2.705 4.345 -3.474
O -3.616 -1.024 -1.190
H -2.868 -3.697 4.904
H 4.757 -2.475 3.268
N -1.303 -5.016 -2.315
H 0.205 7.202 -4.307
H -1.700 0.646 -3.349
H -2.799 2.588 -4.157
H -0.657 3.088 0.531
H -1.568 4.433 -3.482
H 5.184 3.784 -2.183
H -0.488 5.952 0.303
H 1.793 -5.614 0.734
H -7.292 3.087 -1.634
H -1.859 1.908 5.811
H -8.717 3.156 -0.587
C 2.848 -0.875 -3.175
H 5.681 -5.239 1.683
C -3.296 4.074 3.844
C 0.546 8.274 -6.645
H 11.493 -5.368 1.252
H -7.852 5.458 -0.420
H 5.155 -5.295 -0.858
H -5.769 -6.046 0.050
O -0.342 6.895 -1.400
C -4.053 -4.706 -0.319
H 5.568 1.420 -1.917
H -1.593 0.741 0.851
H -0.940 -0.359 -4.620
O 4.923 -4.969 2.282
C 10.608 -5.885 1.661
H -4.576 4.276 0.360
H -1.851 4.561 1.593
O -3.402 -1.702 5.504
H 0.092 8.329 -7.647
H -3.671 1.145 0.230
H 1.810 4.877 -6.381
C 0.728 7.686 0.549
H 3.403 -3.543 6.101
H 1.650 7.083 0.420
H -3.997 0.423 -2.469
H 3.639 -1.643 -3.258
C -6.789 3.869 0.318
H -0.144 2.430 -3.524
H -5.557 -0.426 1.322
N -1.489 4.970 2.455
N 6.712 -5.827 0.328
O 0.982 1.484 -5.066
H -6.480 0.233 -2.600
H 4.546 3.528 -3.766
H 2.017 -1.090 -2.465
H 0.642 -3.327 0.336
H 0.339 -0.199 4.815
N 6.500 1.871 -3.743
H 2.204 -3.346 -4.652
H 1.690 1.861 4.125
H -7.142 -2.391 2.994
H 2.524 -0.607 -4.176
N 5.656 -0.647 1.514
C 2.793 -2.678 6.418
H 6.649 0.984 -4.234
C -4.294 -2.645 3.545
C -2.664 5.279 3.304
O 0.654 -0.217 2.708
H -3.702 3.552 2.971
H 0.646 7.843 1.602
O 3.383 0.316 -2.617
H -5.955 -0.127 -0.893
C 5.295 -4.510 3.585
C -2.134 -4.571 -4.549
C 4.400 0.707 -3.527
H -1.200 1.553 -5.950
C 7.494 -4.599 0.017
H 3.458 2.769 1.642
H -3.064 4.643 -4.453
H 5.091 -0.762 -0.487
C 1.803 -2.280 5.401
O 6.696 -2.861 2.707
H -1.688 5.549 -1.416
H -0.990 0.425 3.790
H -1.729 0.686 -0.972
H 0.148 2.499 4.623
C -0.132 -3.423 -3.714
H -3.085 6.307 -2.608
C -5.615 -1.364 1.821
H 6.239 2.565 -4.452
C -6.938 -1.377 2.585
H -1.049 -1.444 -0.973
O 3.668 -1.677 6.794
H -1.818 -4.486 -5.577
C 4.662 3.080 -2.807
C -3.137 -2.682 4.497
C 5.753 -6.176 -0.701
O 9.404 -5.746 0.874
H -3.206 -5.400 -0.220
O 0.046 1.290 -0.276
H 0.501 3.206 -0.744
H -3.152 1.416 4.752
H 1.884 3.924 -2.980
H 4.183 -6.988 0.576
O 0.917 8.958 -0.081
C -4.427 -0.510 -2.258
H -0.090 -0.611 2.219
H -4.174 -4.159 0.614
H -3.741 -1.986 -1.054
O -2.502 5.123 -1.167
H 5.506 -8.033 0.191
H 2.840 -0.005 -0.172
H -7.839 -1.177 1.974
O -3.075 2.973 -3.277
H -3.511 2.631 6.021
H -7.604 1.937 -0.368
O 0.442 2.480 2.642
C -5.916 -0.450 -1.962
C -2.751 2.255 5.318
H -3.405 7.185 2.423
C -5.304 3.497 0.170
H -2.618 -2.675 7.152
H 5.028 -0.160 -3.767
H -4.098 5.718 1.645
H -1.383 7.403 0.249
H -2.327 -1.198 1.413
N -1.332 -1.496 1.208
C -2.439 -1.797 6.550
H 3.761 3.044 -2.163
H 7.322 -6.619 0.460
H -6.340 1.296 2.730
C 0.216 1.421 -3.849
H 0.684 9.673 0.518
H 0.880 1.817 2.038
H -2.970 -4.164 -1.810
H 0.312 -0.951 0.018
H -7.201 -1.786 -1.493
H 5.247 -0.303 2.366
H 0.679 -3.404 -2.968
H 9.140 -3.622 0.746
C 5.280 1.796 -2.924
O -6.362 -4.248 -0.536
H 1.993 7.071 -4.730
H -7.504 1.490 4.047
H 0.939 -2.994 2.083
C 5.645 -3.067 3.607
H -6.997 3.666 1.396
C 1.466 -3.756 -5.356
H -8.085 0.803 2.446
C 3.361 2.618 0.576
H 2.175 -4.767 2.314
H -4.610 6.158 3.253
H -5.166 -2.568 4.193
C -0.927 -4.740 -3.693
H -5.031 3.135 -0.833
H 1.525 8.730 -6.543
H -0.863 -2.646 -3.464
H 10.805 -6.977 1.733
H 0.691 5.120 -2.474
C 1.504 4.927 -3.175
H 1.228 2.445 -5.111
O 0.170 -4.842 1.779
H 4.489 -4.742 4.234
H 2.827 -2.097 1.024
H 6.972 -3.622 0.116
H 8.339 -4.448 2.073
O 4.103 -7.832 -1.352
H 2.165 -2.987 7.274
H 5.864 -2.778 4.650
H 2.462 -6.751 -0.851
H -5.318 -5.775 -1.630
H -4.306 -3.532 2.923
H 6.222 0.134 1.172
O -1.861 1.408 -5.231
H -3.470 1.588 1.930
H 0.085 4.690 -4.717
H -0.128 8.818 -5.947
O 0.250 -3.207 -5.066
H 2.316 -7.921 -2.241
H -4.160 4.423 4.507
C -1.136 0.467 -0.125
O 2.521 -1.938 4.194
C 4.870 -7.272 -0.242
C 3.826 -2.103 0.492
H 1.809 -3.518 -6.350
H 6.142 -5.084 4.002
C -1.065 0.698 -4.211
H 1.466 -4.838 -5.326
C -5.396 -5.283 -0.638
C 4.600 -0.807 0.509
H -0.149 7.830 -1.651
```

Output
E_HOMO in Ha: -0.3285
Kohn-Sham gap in eV: 9.4
Electronic energy in Eh: -4904.32821
Max |F| in eV Å⁻¹: 4.20

Atomic partial charges in e from the Löwdin method, atoms 1 to 8:
1 C -0.208
2 H 0.091
3 C -0.050
4 C -0.203
5 O -0.193
6 C -0.103
7 H 0.096
8 H 0.062

Entry 3:
C17H15Cl4O4Se2TeW | the ωB97M-V functional and the def2-TZVPD basis

```
44
Properties=species:S:1:pos:R:3
H -0.567 -3.904 1.829
H -1.900 3.207 -1.211
H -3.872 0.138 -0.723
H -2.556 -6.394 -1.023
H -2.149 -5.725 1.320
Se 0.102 1.976 -0.474
C 3.743 0.329 4.723
H -1.268 1.287 2.984
C -2.372 2.190 1.551
C -1.807 2.156 -0.936
Te 1.332 -2.041 0.148
C -2.841 1.813 0.154
H -3.222 2.301 2.225
C -1.636 -5.217 0.514
O 0.547 0.210 2.947
H 0.221 -3.435 -2.370
O -1.568 1.098 2.081
C 4.068 0.522 2.321
O -4.472 2.406 -1.465
C 1.859 0.292 3.271
C -0.084 -3.548 -0.239
H -1.366 -5.253 -2.863
C 2.689 0.444 2.173
C 2.364 0.242 4.560
C -4.103 2.647 -0.126
O 2.039 0.506 0.992
Se -1.783 -0.950 -0.043
W 0.102 0.114 1.064
C -0.746 -4.194 0.801
H -1.768 3.099 1.550
Cl 1.280 0.070 5.877
H -3.816 0.087 1.046
C -0.300 -3.931 -1.559
C 4.591 0.466 3.609
H -5.260 2.913 -1.685
C -1.862 -5.594 -0.803
H -4.896 2.348 0.569
Cl 4.406 0.259 6.300
H -3.880 3.708 0.044
H -1.978 1.561 -1.830
C -1.195 -4.954 -1.838
C -3.250 0.338 0.148
Cl 5.050 0.687 0.930
Cl 6.285 0.563 3.833
```

Output
E_HOMO (spin up / spin down) in Ha: -0.4173 / -0.4172
Kohn-Sham gap (spin up / spin down) in eV: 5.9 / 5.9
Energy above the lowest of the compared OMol25 structures with the same formula, charge and spin in kcal per mole: 0.00
Electronic energy in Eh: -7936.30773
Total charge: +1
Max |F| in eV Å⁻¹: 0.25

Atomic partial charges in e from the natural (NBO) method, atoms 1 to 8:
1 H 0.223
2 H 0.246
3 H 0.265
4 H 0.229
5 H 0.227
6 Se 0.220
7 C -0.071
8 H 0.537

Entry 4:
C2H3IN2O | the ωB97M-V functional and the def2-TZVPD basis

```
9
Properties=species:S:1:pos:R:3
O 1.909 -1.230 1.086
N -0.254 1.037 0.253
H -1.763 0.856 -1.167
H 0.023 -1.285 0.236
H -2.086 1.430 0.571
C -1.434 1.032 -0.139
I 1.760 -1.538 -1.836
C 1.109 -1.327 0.219
N 0.736 1.025 0.776
```

Output
E_HOMO in Ha: -0.3339
Kohn-Sham gap in eV: 9.4
Energy above the lowest of the compared OMol25 structures with the same formula, charge and spin in kcal per mole: 65.28
Electronic energy in Eh: -560.34651
Max |F| in eV Å⁻¹: 3.58

Atomic partial charges in e from the natural (NBO) method, atoms 1 to 8:
1 O -0.464
2 N 0.060
3 H 0.241
4 H 0.159
5 H 0.226
6 C -0.490
7 I -0.025
8 C 0.307

Entry 5:
C18H18N2O3S | the ωB97M-V functional and the def2-TZVPD basis

```
42
Properties=species:S:1:pos:R:3
H -0.834 -2.347 -0.350
C -0.201 -2.003 0.455
C -2.940 1.314 -2.510
H 3.294 0.878 -1.734
C 2.001 0.624 -3.427
O 2.945 1.617 2.280
H -1.739 2.030 1.108
C 1.435 -1.133 2.509
H 0.587 1.946 2.005
N -0.334 0.957 -3.050
H 1.451 -1.555 -0.837
C -3.007 -1.152 1.951
C 1.076 -1.558 0.175
N 3.137 -0.505 0.846
C 1.893 -1.096 1.199
C 0.660 0.672 -3.842
H -4.024 1.415 -2.454
C -0.908 1.798 0.462
O 4.119 1.708 0.134
S 3.026 1.198 0.907
H 2.779 0.387 -4.135
C -1.181 1.520 -0.870
O -2.485 1.548 -1.193
H -0.199 -1.595 3.800
C -2.108 -2.388 2.042
H -2.532 2.046 -3.209
C 0.157 -1.584 2.780
H -2.698 -0.409 2.682
H -2.188 -2.819 3.041
C -0.097 1.223 -1.751
C -0.684 -2.006 1.758
C 2.285 0.887 -2.115
C 1.438 1.454 0.138
H -4.043 -1.421 2.143
H -2.674 0.313 -2.853
C 0.387 1.755 0.962
H 3.890 -0.771 1.468
H -2.939 -0.705 0.962
C 1.233 1.196 -1.226
H -2.445 -3.133 1.319
H 2.073 -0.775 3.304
H 0.391 0.469 -4.871
```

Output
E_HOMO in Ha: -0.3109
SMILES string: CCc1ccc(NS(=O)(=O)c2ccc(OC)c3ncccc23)cc1
Kohn-Sham gap in eV: 8.3
Energy above the lowest of the compared OMol25 structures with the same formula, charge and spin in kcal per mole: 51.33
Electronic energy in Eh: -1430.11687
Max |F| in eV Å⁻¹: 0.96

Atomic partial charges in e from the natural (NBO) method, atoms 1 to 8:
1 H 0.212
2 C -0.214
3 C -0.239
4 H 0.255
5 C -0.248
6 O -0.946
7 H 0.233
8 C -0.242

Entry 6:
C24H31N3O4S | the ωB97M-V functional and the def2-TZVPD basis

```
63
Properties=species:S:1:pos:R:3
H 0.992 -7.431 6.441
H 2.174 -8.135 5.336
C 0.003 0.463 -0.522
H -2.074 4.889 -2.732
H 2.662 -6.876 6.481
O -0.658 0.496 -1.720
H 0.921 -2.835 4.645
C 0.577 1.647 -0.031
H -1.130 3.991 -7.260
H -2.984 5.025 -5.082
H 1.438 -7.504 3.151
C 0.880 -4.171 2.952
N 0.983 -1.916 2.162
H 3.274 1.039 4.504
C 1.058 -3.849 4.295
H 0.962 1.636 5.155
C -1.983 4.757 -5.424
H 1.723 2.502 1.537
H 1.544 -1.773 2.990
C -2.066 3.930 -6.705
H -2.562 -1.147 -3.874
H -1.341 2.102 -2.077
C 1.276 1.587 1.182
S 0.271 5.221 -1.690
H -2.887 4.224 -7.354
N -1.290 3.116 -2.035
H -3.008 0.355 -3.058
C 1.492 2.255 4.435
C -0.185 3.633 -1.483
H -1.400 5.667 -5.540
C 1.406 0.424 1.913
C 0.824 -0.753 1.411
H 3.163 2.059 3.057
H 1.504 -4.576 6.251
H -1.577 0.313 -4.088
H -1.952 -1.091 -1.398
O -0.116 -3.479 0.915
N 0.607 2.902 -0.648
H -0.270 -1.636 -0.156
C -1.321 -0.669 -2.189
C 1.006 -5.500 2.559
H -0.576 -1.418 -2.485
H -1.914 1.730 -6.808
H -0.266 4.009 -4.285
H 0.847 -5.746 1.520
C 1.526 -6.160 4.814
C 1.334 -6.479 3.476
H -3.018 3.419 -3.115
H 1.937 3.098 4.955
C 0.520 -3.172 1.906
C 1.864 -7.214 5.823
C 1.374 -4.835 5.209
H -3.291 2.348 -5.858
H 1.319 3.507 -0.253
C -2.172 -0.261 -3.382
C -2.241 2.525 -6.135
H 0.774 2.627 3.708
C -2.014 3.843 -3.046
O -1.418 2.483 -4.988
C 0.140 -0.711 0.208
O 2.085 0.290 3.099
C 2.586 1.439 3.753
C -1.332 3.788 -4.423
```

Output
E_HOMO in Ha: -0.2718
SMILES string: CCOc1cc(NC(=S)NC[C@@H]2CCCO2)c(OCC)cc1NC(=O)c1ccc(C)cc1
Kohn-Sham gap in eV: 8.0
Energy above the lowest of the compared OMol25 structures with the same formula, charge and spin in kcal per mole: 28.84
Electronic energy in Eh: -1796.57947
Max |F| in eV Å⁻¹: 0.81

Atomic partial charges in e from the natural (NBO) method, atoms 1 to 8:
1 H 0.224
2 H 0.217
3 C 0.331
4 H 0.238
5 H 0.220
6 O -0.542
7 H 0.207
8 C 0.094

Entry 7:
C5H18LiN2OSi | the ωB97M-V functional and the def2-TZVPD basis

```
28
Properties=species:S:1:pos:R:3
O -1.027 0.130 -0.863
Si -0.259 -0.354 -2.178
N -1.410 0.967 1.927
H -0.402 -0.854 2.072
H -1.354 1.224 -3.764
Li -2.350 0.519 -0.004
H 1.918 0.459 2.288
H 1.678 0.491 4.674
H -2.083 -1.789 -3.104
H -1.227 1.915 1.615
H 0.116 1.932 -3.129
C -0.189 0.191 1.835
C -1.038 -1.949 -2.859
H 0.101 0.214 0.774
H 0.008 0.446 4.558
H 0.201 0.737 -4.405
C -0.324 1.012 -3.499
C 0.950 0.730 2.703
H 0.891 1.818 2.763
H 1.613 -1.511 -0.960
H 2.121 -1.044 -2.568
N 0.886 0.173 4.100
H -0.539 -2.292 -3.758
H -0.990 -2.753 -2.131
C 1.557 -0.720 -1.702
H -1.805 1.001 2.861
H 2.047 0.161 -1.301
H 0.911 -0.855 4.055
```

Output
E_HOMO in Ha: -0.4131
Kohn-Sham gap in eV: 7.2
Electronic energy in Eh: -682.94393
Total charge: +1
Max |F| in eV Å⁻¹: 0.86

Atomic partial charges in e from the natural (NBO) method, atoms 1 to 8:
1 O -1.489
2 Si 1.882
3 N -0.875
4 H 0.201
5 H 0.229
6 Li 0.959
7 H 0.243
8 H 0.452